(1)
{
  "formula": "C7H15OP",
  "method": "wB97M-V/def2-TZVPD",
  "elements": ["C", "C", "H", "H", "H", "H", "P", "H", "H", "C", "C", "H", "H", "C", "H", "H", "C", "H", "O", "C", "H", "H", "H", "H"],
  "positions_angstrom": [[1.415, -0.998, 0.844], [1.853, 0.943, -1.278], [-3.915, 0.664, -0.169], [-3.709, -0.367, 1.072], [1.870, -2.258, -1.053], [1.462, 1.821, -1.863], [0.571, 0.493, 0.047], [0.176, -1.882, -0.733], [0.886, 2.818, 1.124], [-1.406, 0.411, -1.284], [0.781, 1.669, 1.450], [2.546, -0.736, 0.778], [1.653, 1.486, 1.983], [1.075, -2.081, -0.284], [0.905, -1.288, 1.708], [-3.761, -0.980, -0.535], [-1.994, 0.028, -0.154], [1.002, -3.011, 0.270], [-1.199, -0.036, 0.924], [-3.446, -0.185, 0.033], [2.098, 0.138, -1.837], [-1.586, 0.592, -2.364], [2.759, 1.106, -0.860], [-0.034, 1.650, 2.179]],
  "total_energy_ev": -18831.565,
  "lumo_energy_ev": [1.0774, -1.3290],
  "s2": 2.019,
  "multiplicity": 3,
  "e_above_lowest_kj_mol": 181.3,
  "max_force_ev_per_a": 5.4,
  "e_homo_ha": [-0.181, -0.296]
}

***

(2)
{
  "formula": "C12H28N4O",
  "method": "wB97M-V/def2-TZVPD",
  "elements": ["C", "H", "H", "H", "H", "C", "C", "H", "H", "H", "C", "H", "H", "H", "O", "N", "H", "N", "H", "C", "H", "C", "C", "C", "H", "H", "H", "H", "H", "N", "H", "H", "H", "H", "C", "H", "C", "H", "H", "N", "H", "H", "H", "C", "C"],
  "positions_angstrom": [[3.117, -0.854, -0.421], [1.760, -1.899, -2.431], [-0.297, 3.244, -1.415], [1.892, -0.184, 1.920], [-0.953, -1.896, 3.430], [0.975, 2.752, 0.238], [-0.127, 2.454, -0.705], [3.848, -1.125, 0.391], [-1.872, 2.475, -1.702], [2.162, 2.305, 1.857], [-2.940, -0.683, -0.335], [-0.407, -2.975, -0.687], [-3.960, -0.343, -0.082], [-3.367, 2.072, -0.504], [-1.968, -2.854, 0.907], [-2.088, -0.635, 0.815], [1.949, 2.744, -0.344], [2.389, 0.409, -0.110], [-1.616, 0.263, 1.093], [1.078, -1.784, -1.493], [0.577, -0.809, -1.428], [-0.478, -1.522, 2.524], [1.265, 1.876, 1.470], [-2.366, 1.840, -0.876], [2.542, -2.930, -0.434], [-1.549, 3.090, 0.575], [1.974, 0.710, -0.957], [1.647, -1.978, 0.621], [-2.755, -1.668, -0.691], [-0.028, -2.717, -1.646], [-3.230, 0.543, -2.242], [0.243, 1.659, -1.213], [3.811, -0.617, -1.259], [-1.442, 0.074, -1.698], [-2.460, 0.374, -1.436], [0.721, 3.774, 0.584], [-1.557, -1.736, 1.378], [0.414, 1.988, 2.192], [-0.153, -0.440, 2.549], [-1.377, 2.194, 0.172], [0.440, 0.071, 0.751], [0.444, -2.157, 2.262], [0.266, -3.515, -2.251], [2.051, -2.031, -0.420], [1.424, 0.442, 1.049]],
  "smiles": "CC(=O)NCCCNCCCCNCCCN",
  "total_energy_ev": -20903.344,
  "lumo_energy_ev": 0.8314,
  "e_above_lowest_kj_mol": 278.2,
  "max_force_ev_per_a": 4.3,
  "e_homo_ha": -0.308
}

***

(3)
{
  "formula": "C29H29Cl27N4",
  "method": "wB97M-V/def2-TZVPD",
  "elements": ["C", "H", "Cl", "N", "Cl", "Cl", "C", "H", "Cl", "C", "Cl", "Cl", "Cl", "H", "Cl", "H", "C", "H", "C", "C", "C", "H", "C", "C", "Cl", "Cl", "C", "Cl", "H", "Cl", "Cl", "N", "C", "H", "C", "Cl", "H", "H", "C", "Cl", "H", "C", "H", "H", "C", "Cl", "Cl", "C", "C", "Cl", "H", "Cl", "C", "H", "H", "Cl", "C", "Cl", "H", "H", "N", "N", "H", "H", "H", "H", "C", "C", "C", "H", "Cl", "H", "C", "C", "Cl", "C", "Cl", "H", "H", "Cl", "C", "H", "H", "C", "C", "Cl", "H", "C", "Cl"],
  "positions_angstrom": [[20.701, -16.385, -16.643], [15.343, -17.267, -14.950], [10.406, -18.046, -20.496], [16.400, -15.060, -12.268], [15.577, -23.354, -21.297], [10.242, -13.348, -13.580], [12.310, -15.996, -15.756], [14.665, -9.468, -11.337], [12.720, -21.677, -19.903], [14.697, -14.486, -19.010], [14.581, -13.302, -20.323], [17.547, -21.161, -21.208], [19.258, -21.984, -13.173], [17.724, -15.688, -15.334], [13.154, -18.871, -21.274], [18.721, -16.756, -17.329], [15.405, -21.335, -13.548], [15.388, -11.745, -14.902], [11.486, -22.971, -19.905], [13.398, -10.811, -14.713], [14.321, -9.867, -12.281], [12.008, -18.824, -14.252], [14.404, -17.125, -15.463], [20.054, -20.602, -13.967], [15.548, -15.877, -19.683], [7.882, -17.039, -17.284], [20.989, -15.181, -14.588], [13.784, -21.768, -14.187], [15.330, -21.048, -20.839], [12.148, -24.412, -20.629], [9.877, -17.884, -14.081], [21.535, -15.895, -15.656], [11.028, -19.295, -14.328], [12.951, -18.174, -18.161], [11.784, -17.741, -21.588], [15.665, -21.889, -11.912], [13.515, -15.680, -10.611], [14.704, -17.774, -10.007], [16.574, -17.179, -11.108], [18.985, -19.919, -15.198], [9.232, -15.808, -18.724], [19.551, -15.280, -14.346], [17.077, -18.102, -10.861], [21.081, -20.838, -14.246], [13.423, -16.228, -14.991], [15.489, -13.792, -17.621], [7.695, -14.578, -13.008], [15.103, -14.905, -11.767], [14.531, -15.853, -10.932], [8.856, -14.261, -17.028], [14.889, -18.617, -16.962], [16.218, -21.989, -18.835], [8.363, -15.542, -18.123], [13.550, -15.623, -14.106], [11.520, -17.941, -22.627], [10.682, -20.622, -13.114], [15.086, -10.694, -13.070], [15.692, -19.562, -13.608], [16.077, -11.002, -12.772], [12.372, -8.903, -12.219], [12.603, -10.000, -13.995], [12.060, -16.665, -16.881], [21.706, -14.812, -13.870], [21.260, -16.946, -17.377], [12.874, -11.281, -15.532], [11.619, -15.237, -15.420], [16.077, -21.802, -20.592], [13.014, -17.578, -17.263], [14.683, -11.173, -14.317], [18.157, -16.230, -12.051], [20.320, -19.293, -12.742], [8.010, -12.634, -14.278], [17.095, -16.153, -11.869], [13.034, -9.546, -12.780], [7.107, -14.987, -19.211], [8.514, -13.086, -13.424], [10.003, -22.381, -20.753], [16.177, -21.707, -14.222], [14.640, -13.963, -12.020], [10.838, -20.057, -15.945], [15.227, -17.026, -10.585], [19.040, -14.903, -13.472], [13.690, -14.739, -18.679], [14.164, -17.921, -16.566], [18.798, -15.733, -15.439], [8.329, -11.856, -12.161], [11.268, -23.090, -18.843], [19.355, -16.321, -16.570], [12.319, -16.023, -21.607]],
  "total_energy_ev": -374606.283,
  "lumo_energy_ev": 0.1362,
  "max_force_ev_per_a": 4.1,
  "e_homo_ha": -0.353
}

***

(4)
{
  "formula": "C4H6O",
  "method": "wB97M-V/def2-TZVPD",
  "elements": ["H", "C", "H", "H", "C", "C", "O", "H", "C", "H", "H"],
  "positions_angstrom": [[1.593, 1.490, 0.449], [0.844, 0.832, 0.017], [-1.237, -1.215, 1.052], [-1.348, 0.431, 0.321], [-0.545, 1.300, -0.168], [-0.772, -0.840, 0.128], [1.309, -0.131, -0.962], [-0.834, 1.387, -1.219], [0.724, -0.608, 0.244], [-1.096, -1.419, -0.743], [1.363, -1.226, 0.880]],
  "total_energy_ev": -6287.107,
  "lumo_energy_ev": 0.1933,
  "e_above_lowest_kj_mol": 464.2,
  "max_force_ev_per_a": 2.0,
  "e_homo_ha": -0.321
}

***

(5)
{
  "formula": "C32H35AsCsN7O4S4Sb",
  "method": "wB97M-V/def2-TZVPD",
  "elements": ["C", "H", "N", "S", "H", "C", "C", "As", "O", "H", "C", "H", "C", "H", "H", "H", "C", "Cs", "H", "C", "H", "C", "N", "C", "N", "O", "O", "S", "N", "H", "H", "H", "H", "C", "Sb", "H", "C", "H", "S", "C", "C", "C", "C", "H", "H", "C", "C", "C", "H", "C", "H", "C", "C", "H", "C", "C", "H", "C", "O", "H", "H", "C", "H", "H", "N", "H", "H", "C", "H", "H", "H", "C", "C", "H", "H", "C", "H", "C", "S", "H", "N", "C", "C", "H", "N"],
  "positions_angstrom": [[3.340, -5.826, -0.304], [-1.033, 0.841, 4.813], [-1.222, 1.220, -5.642], [1.223, 3.757, 3.097], [-2.221, 6.792, -1.776], [-4.652, -3.161, -0.200], [-3.571, -2.292, -0.176], [3.219, 0.744, -2.172], [-3.254, 0.958, -0.893], [-5.765, 4.646, -2.863], [-4.377, -4.535, -0.199], [-5.182, -5.261, -0.228], [-0.742, 0.881, -4.479], [3.517, -1.782, -1.905], [4.451, -0.883, -0.703], [2.837, 1.484, -4.572], [-3.073, -4.952, -0.167], [-0.064, -0.462, -0.682], [-1.296, 4.745, -0.741], [2.027, -5.425, -0.377], [5.072, 1.991, -1.000], [5.723, -5.488, 0.225], [0.215, 1.843, -7.559], [-4.293, 3.526, -1.783], [0.367, -3.634, 0.041], [6.054, -6.635, 0.033], [6.708, -4.567, 0.450], [-2.384, 2.080, -0.451], [-0.412, 0.588, -3.398], [-1.883, 0.708, 3.344], [-4.456, 6.741, -2.832], [-1.153, 3.674, 1.672], [-4.547, 1.123, 1.114], [2.654, -3.291, 0.564], [1.965, 2.575, 1.041], [1.086, 1.593, 5.482], [-2.807, 5.882, -1.764], [5.058, -1.025, -2.377], [3.671, 1.193, 1.667], [0.083, 0.363, 3.155], [1.377, 0.564, 5.241], [-0.673, -4.451, -0.075], [4.343, -4.986, 0.195], [2.423, 0.448, 5.515], [1.297, -6.092, -0.815], [-3.587, 2.863, 3.875], [-4.799, 4.674, -2.375], [-2.019, -4.000, -0.132], [4.162, 0.291, -4.514], [3.177, 0.552, -4.121], [4.677, -3.010, 1.057], [-3.987, 1.791, 1.756], [3.959, -3.704, 0.629], [-2.825, -6.007, -0.168], [-0.411, 1.538, -6.626], [-2.288, 4.739, -1.176], [2.377, -2.305, 0.920], [-4.062, 5.850, -2.359], [0.051, 0.332, 1.921], [-5.664, -2.779, -0.236], [-3.870, 3.031, 4.907], [-3.051, 3.581, -1.176], [2.070, 0.385, 3.243], [-1.813, 4.085, 3.985], [-1.075, 0.447, 3.889], [-5.224, 1.526, 3.486], [-3.738, -1.219, -0.205], [1.627, -4.133, 0.066], [4.533, 2.912, -2.418], [-4.826, 2.584, -1.801], [-0.546, -5.536, -0.053], [-2.076, 3.245, 2.043], [4.788, 1.917, -2.050], [3.631, -6.809, -0.655], [5.616, 1.516, -2.636], [-2.866, 2.428, 1.250], [2.456, -0.220, -4.386], [4.167, -0.920, -1.755], [2.527, 4.866, 1.856], [0.792, -0.134, 5.846], [-2.297, -2.665, -0.143], [-4.350, 2.019, 3.077], [-2.445, 3.466, 3.361], [6.316, -3.686, 0.467], [1.244, 0.271, 3.836]],
  "total_energy_ev": -163642.604,
  "lumo_energy_ev": [3.3732, 3.3694],
  "s2": 0.779,
  "multiplicity": 2,
  "e_above_lowest_kj_mol": 48.9,
  "max_force_ev_per_a": 0.8,
  "total_charge": -2,
  "e_homo_ha": [-0.034, -0.119]
}

***

(6)
{
  "formula": "C7H15N4S",
  "method": "wB97M-V/def2-TZVPD",
  "elements": ["H", "H", "C", "C", "H", "H", "H", "N", "H", "H", "H", "C", "H", "C", "H", "C", "H", "S", "C", "H", "C", "N", "H", "N", "H", "H", "N"],
  "positions_angstrom": [[-2.528, -2.921, -0.129], [-1.120, -3.018, -1.348], [0.646, -2.476, 0.709], [-0.561, 1.154, 0.194], [4.256, -1.459, 1.127], [0.489, 2.342, 1.715], [0.129, 1.758, -1.945], [1.767, -2.143, 0.600], [-2.181, 0.490, -1.098], [-1.963, -0.474, 0.340], [-0.643, 1.136, 2.444], [3.782, -0.857, 0.322], [-1.174, 2.738, 1.569], [-0.480, 1.916, 1.540], [3.940, 0.149, 0.466], [-1.595, -3.427, -0.448], [-2.750, 1.154, 0.463], [-0.592, -3.529, 1.092], [-1.965, 0.490, -0.043], [-1.268, 2.748, -1.028], [-0.345, 2.221, -0.891], [0.382, 0.123, 0.110], [0.373, 2.919, -0.573], [2.309, -0.946, 0.426], [4.023, -1.222, -0.676], [-1.791, -4.504, -0.674], [1.615, 0.209, 0.199]],
  "total_energy_ev": -24286.333,
  "lumo_energy_ev": -4.7999,
  "e_above_lowest_kj_mol": 288.2,
  "max_force_ev_per_a": 5.3,
  "total_charge": 1,
  "e_homo_ha": -0.476
}